(1)
Below is a molecular structure, C33H57N3NiO5Si at a distorted geometry, with properties calculated with the ωB97M-V functional and the def2-TZVPD basis.

```
100
Properties=species:S:1:pos:R:3:forces:R:3
O -0.7978 -0.3003 -3.0155 0.860 0.983 0.567
O -1.4347 -2.9159 -4.8023 -0.200 -0.581 -1.099
C -1.7669 0.7370 -2.8025 -0.370 -0.251 -0.552
C -1.2709 2.1577 -2.6096 0.177 0.222 0.065
H -2.3801 0.4742 -1.9239 0.302 -0.178 -0.195
H -2.4306 0.6610 -3.6781 -0.104 0.352 0.201
H -0.6384 2.2349 -1.7143 -0.130 -0.001 -0.226
H -2.1333 2.8230 -2.4676 0.092 -0.241 0.015
H -0.7228 2.5457 -3.4767 -0.037 -0.118 0.145
C 0.5387 0.0900 -3.3695 -0.448 -0.129 0.525
C 0.6758 0.1365 -4.8686 -0.091 -0.046 -0.225
H 1.2022 -0.6684 -2.9266 -0.216 0.132 -0.151
H 0.8059 1.0546 -2.9075 -0.027 -0.346 -0.132
H 0.3494 -0.8164 -5.3078 0.062 0.277 0.186
H 1.7147 0.3107 -5.1435 0.087 0.100 -0.138
H 0.0521 0.9460 -5.2679 0.149 -0.151 -0.079
C -0.9435 -4.2743 -4.8217 -0.466 0.340 0.087
C -2.1421 -2.5770 -6.0146 -0.023 -0.093 0.810
C 0.5647 -4.3175 -4.8562 0.045 0.081 -0.066
H -1.3472 -4.8084 -5.7012 0.023 0.140 0.313
H -1.3458 -4.7635 -3.9227 0.293 0.067 -0.196
H 0.9283 -3.7837 -5.7419 0.060 -0.110 0.199
H 0.8860 -5.3614 -4.9135 0.110 0.081 0.041
H 0.9866 -3.8598 -3.9567 -0.019 -0.028 -0.115
C -1.2256 -2.5268 -7.2141 0.149 -0.034 -0.170
H -2.6357 -1.6100 -5.8223 0.318 -0.284 -0.023
H -2.9381 -3.3264 -6.1812 0.122 0.254 0.027
H -0.3135 -1.9628 -6.9984 -0.185 -0.009 -0.015
H -1.7328 -2.0542 -8.0554 0.003 -0.052 -0.076
H -0.9365 -3.5407 -7.5074 0.031 0.151 -0.080
H -1.7246 -2.0609 -2.8551 -0.788 -0.753 1.484
N 1.2646 1.3470 0.8191 1.074 -0.018 1.449
C 1.8064 0.9265 2.0009 -0.441 1.248 -1.127
C 1.5852 -0.2502 2.6884 0.126 -0.252 1.202
C 1.3319 -1.5617 2.2600 -1.581 -1.003 -2.397
C 2.7276 1.9013 2.6632 0.549 0.257 0.687
H 2.2864 2.8945 2.8244 0.041 -0.227 -0.363
H 3.6685 2.0121 2.1068 -0.251 0.023 0.141
H 2.9734 1.4986 3.6547 0.126 0.170 -0.308
C 1.6265 -2.7437 3.1393 0.309 0.030 0.680
H 2.1214 -3.5660 2.5964 -0.294 0.379 0.092
H 0.6948 -3.1288 3.5891 0.301 0.072 -0.293
H 2.2735 -2.4325 3.9695 -0.105 -0.159 -0.203
N 0.8041 -1.7765 1.0464 1.100 -0.458 1.185
C 1.7292 2.5162 0.1281 -0.084 0.001 -0.110
C 0.9060 3.6440 0.1534 0.476 0.764 -0.290
C -0.2811 3.8296 1.0416 -0.497 0.028 0.675
C 1.2847 4.7405 -0.6204 0.459 0.103 -0.458
H 0.6835 5.6502 -0.5858 0.054 -0.256 -0.032
C 2.4312 4.7149 -1.4209 -0.190 -0.266 0.252
H 2.6898 5.5624 -2.0444 -0.031 0.017 0.086
C 3.2538 3.5935 -1.4003 0.131 0.197 0.036
H 4.1967 3.5612 -1.9611 -0.470 0.086 0.123
C 2.9232 2.4955 -0.6151 -0.524 0.074 0.387
C 3.8549 1.3392 -0.5232 0.354 -0.461 -0.244
C 0.5404 -3.0435 0.4578 0.628 -0.633 0.478
C -0.6401 -3.7340 0.8052 0.610 0.049 -0.094
C -1.6755 -3.0925 1.6808 -0.445 -0.010 0.318
C -0.8221 -5.0291 0.3243 0.050 -0.027 -0.302
H -1.7031 -5.5903 0.6500 0.252 0.160 -0.218
C 0.0933 -5.5913 -0.5665 0.089 0.020 0.203
H -0.0570 -6.6034 -0.9354 0.000 0.169 0.051
C 1.2196 -4.8672 -0.9649 -0.354 -0.082 0.048
H 1.9416 -5.2988 -1.6609 -0.249 0.050 0.144
C 1.4580 -3.5881 -0.4713 -0.565 0.013 0.220
C 2.6463 -2.8193 -0.9635 0.523 0.027 -0.032
Ni -0.4557 -0.6376 0.4027 -1.240 0.163 -1.160
H -1.1489 4.1789 0.4591 0.259 -0.132 0.203
H -0.0597 4.5960 1.8095 -0.066 -0.208 -0.408
H -0.5616 2.9112 1.5615 0.002 0.255 -0.177
H 3.3422 0.4495 -0.1442 0.196 0.072 -0.112
H 4.7007 1.5713 0.1402 -0.186 -0.103 -0.079
H 4.2794 1.1223 -1.5112 -0.061 -0.070 0.207
H -2.6135 -3.6572 1.6039 0.185 0.128 0.078
H -1.9163 -2.0377 1.4152 0.261 -0.492 0.069
H -1.3670 -3.0929 2.7364 -0.124 0.118 -0.225
H 3.1054 -2.2078 -0.1780 -0.140 -0.066 -0.183
H 2.3933 -2.1592 -1.8084 -0.066 -0.106 0.336
H 3.4048 -3.5231 -1.3329 -0.132 0.195 0.090
H 1.7863 -0.1725 3.7593 0.472 -0.123 -0.382
C -2.2242 -2.5318 -1.9466 0.194 0.214 -1.209
Si -3.8933 -3.3153 -2.3875 0.306 0.172 -0.034
H -1.5330 -3.2681 -1.5261 -0.083 -0.047 -0.150
H -2.3487 -1.7533 -1.1734 -0.133 -0.116 -0.193
C -5.0178 -2.1947 -3.3966 -0.064 0.150 0.122
C -4.7472 -3.7312 -0.7766 -0.227 0.047 0.093
C -3.9096 -4.9299 -3.3607 0.000 -0.091 -0.077
H -4.9646 -5.1925 -3.5468 0.278 0.059 0.143
H -3.4621 -5.7386 -2.7782 0.024 -0.080 -0.070
H -3.4145 -4.8929 -4.3352 -0.112 0.059 0.165
H -5.3120 -1.3082 -2.8251 0.010 -0.001 -0.126
H -5.9313 -2.7556 -3.6421 0.162 0.152 0.054
H -4.5642 -1.8673 -4.3383 -0.008 -0.034 0.145
H -4.6191 -2.9411 -0.0291 -0.063 -0.079 -0.067
H -4.3507 -4.6642 -0.3638 -0.046 0.063 0.023
H -5.8179 -3.8622 -0.9645 0.036 -0.071 0.176
O -1.0334 1.1880 3.5846 0.761 1.227 2.939
N -0.5663 1.8964 4.4807 0.843 1.337 -4.360
O 0.1221 2.9149 4.2913 -1.694 -2.606 1.442
O -0.0500 1.1223 0.5797 -0.496 0.157 -0.385
```
Forces are in eV/Å.

Values from the calculation:
orbital gap (spin up / spin down): 6.664 / 4.023 eV
LUMO energy (spin up / spin down): -0.006 / -0.091 Ha
multiplicity: 3

Löwdin atomic charge list, values in e, 5 entries: number 1, O, carries -0.22; number 2, O, carries -0.21; number 3, C, carries -0.26; number 4, C, carries -0.08; number 5, H, carries 0.11



(2)
Below is a molecular structure, C19H35AsGe2N7S5Y, with properties calculated with the ωB97M-V functional and the def2-TZVPD basis.

```
70
Properties=species:S:1:pos:R:3:forces:R:3
Y -1.1168 0.6872 -0.5654 0.063 0.532 0.307
C 1.1830 -0.8911 -5.3500 0.017 -0.090 -0.061
C 0.5812 -0.0051 -4.2655 -0.109 0.040 0.068
Ge -0.3081 -0.9497 -2.7406 0.287 -0.222 -0.242
C -1.7378 -2.0986 -3.5683 -0.053 0.161 0.015
C -1.2812 -3.4609 -4.0784 0.052 -0.086 -0.014
C 1.0105 -2.3085 -2.1417 -0.009 -0.015 0.101
C 1.2988 -2.5918 -0.8600 -0.077 0.090 -0.099
Ge 0.6547 -1.3310 0.5365 0.002 -0.114 0.109
C 0.2756 -2.4515 2.1949 0.011 0.051 -0.123
C 1.0665 -2.2690 3.4881 0.083 0.052 0.029
C 2.3459 -0.1930 0.7411 -0.024 -0.065 -0.081
C 3.0211 0.0210 2.0912 0.028 -0.015 0.101
C 2.1751 -3.7357 -0.5078 0.024 -0.091 0.019
C 3.0248 -3.6818 0.5979 0.045 -0.015 -0.006
C 3.8529 -4.7441 0.9273 0.023 0.018 0.031
C 3.8374 -5.9031 0.1673 -0.011 -0.043 -0.031
C 2.9811 -5.9864 -0.9229 0.022 -0.025 0.011
C 2.1607 -4.9204 -1.2522 -0.052 0.054 0.020
H 1.6735 -0.3082 -6.1349 0.001 0.020 0.007
H 0.4184 -1.5012 -5.8357 -0.014 0.005 0.006
H 1.9295 -1.5756 -4.9420 0.004 -0.002 0.018
H -0.1612 0.6707 -4.7024 -0.014 -0.011 0.021
H 1.3501 0.6451 -3.8369 0.017 -0.029 0.011
H -2.1886 -1.5125 -4.3756 0.014 -0.004 -0.011
H -2.5325 -2.2417 -2.8297 0.012 0.016 0.014
H -0.5193 -3.3731 -4.8551 0.010 0.018 0.005
H -2.1095 -4.0402 -4.4968 -0.009 0.012 -0.006
H -0.8447 -4.0523 -3.2708 -0.002 -0.006 0.003
H 1.5067 -2.9161 -2.9041 -0.038 -0.019 -0.020
H 0.3627 -3.4920 1.8708 0.006 -0.008 -0.011
H -0.7923 -2.3121 2.4044 -0.022 0.035 -0.041
H 2.0944 -2.6168 3.3824 0.000 -0.010 -0.020
H 0.6267 -2.8335 4.3168 -0.004 -0.015 0.007
H 1.1360 -1.2219 3.7986 -0.018 -0.011 0.006
H 2.1221 0.7909 0.3063 -0.048 -0.012 -0.009
H 3.0537 -0.6460 0.0423 0.019 0.010 0.025
H 2.3494 0.4573 2.8349 0.019 -0.009 -0.019
H 3.8842 0.6887 2.0105 -0.004 0.017 -0.020
H 3.3847 -0.9139 2.5200 0.000 -0.016 -0.026
H 3.0499 -2.7847 1.2024 -0.018 0.057 0.015
H 4.5120 -4.6647 1.7836 0.002 -0.005 -0.001
H 4.4761 -6.7378 0.4256 0.008 -0.005 0.006
H 2.9452 -6.8924 -1.5153 0.004 -0.005 0.000
H 1.4777 -5.0056 -2.0884 0.003 0.008 -0.009
S -3.4166 1.5603 -1.8335 -0.057 0.005 -0.081
As -2.4229 3.4724 -1.5754 -0.146 -0.211 -0.206
S -3.1955 3.2268 0.6152 0.071 0.043 0.384
S -0.3303 3.1232 -1.5574 0.135 0.132 0.047
S -3.1675 5.2514 -2.3231 -0.007 -0.071 0.018
C -4.1082 8.3838 2.0087 0.017 0.038 -0.044
N -3.2737 7.1989 2.1205 -0.065 0.045 0.046
C -3.5149 6.0641 1.4811 -0.038 -0.064 -0.157
N -4.5556 5.9261 0.6878 0.030 0.171 0.104
S -2.3895 4.7629 1.7543 0.010 -0.106 -0.112
H -3.7587 9.1204 2.7252 0.002 -0.002 0.002
H -5.1464 8.1445 2.2422 0.007 0.002 0.005
H -4.0424 8.8176 1.0091 -0.018 -0.014 -0.003
H -2.4516 7.2356 2.7005 -0.019 -0.016 0.004
H -5.0820 6.7305 0.3863 0.007 -0.004 0.016
H -4.5859 5.1084 0.0839 0.016 0.004 -0.003
N -1.2225 0.2336 4.4675 0.070 -0.088 0.003
N -0.6194 1.0223 3.4997 -0.005 -0.036 -0.088
N 0.3003 1.9156 3.7754 -0.023 -0.027 0.095
C 0.5410 2.4262 2.5718 0.038 0.002 -0.010
N -0.2138 1.8560 1.6357 -0.213 -0.216 -0.135
N -0.9627 0.9621 2.2537 -0.019 0.026 0.064
H -0.5516 0.1608 5.2276 -0.039 0.074 -0.016
H -1.3303 -0.6936 4.0587 -0.015 0.053 -0.024
H 1.2705 3.1927 2.3821 0.009 0.009 -0.013
```
Forces are in eV/Å.

Values from the calculation:
orbital gap: 5.675 eV
LUMO energy: -0.022 Ha
multiplicity: 1

Löwdin atomic charge list, values in e, 5 entries: number 1, Y, carries 0.65; number 2, C, carries -0.19; number 3, C, carries -0.42; number 4, Ge, carries 0.74; number 5, C, carries -0.41



(3)
Below is a single C6H6O2S molecule at a distorted geometry, with properties calculated with the ωB97M-V functional and the def2-TZVPD basis.

```
15
Properties=species:S:1:pos:R:3:forces:R:3
C -1.2604 0.5996 -0.6962 0.731 -1.398 -1.357
C -1.1564 1.9825 -0.4196 -3.228 2.413 -0.989
C -0.4160 -0.3392 -0.2576 0.209 -1.287 -0.503
C -0.1058 2.6522 -0.0844 0.907 -0.608 0.372
C 0.7175 -0.4111 0.8163 -1.674 -1.485 -1.568
C 2.0173 -0.7419 0.1932 -3.415 -3.778 -0.126
O 4.3937 0.0594 -0.6281 0.495 -1.237 -0.969
O 0.8989 3.1043 0.2346 0.750 0.922 0.296
S 3.1894 0.3945 0.1725 2.309 5.118 1.495
H -1.9528 0.4139 -1.5725 0.743 -0.332 1.409
H -2.0062 2.6125 -0.8189 1.060 -0.500 0.785
H -0.4900 -1.3433 -0.7211 -0.195 0.675 0.210
H 0.8194 0.4028 1.4408 -0.186 2.002 1.388
H 0.2876 -1.2618 1.3863 0.894 0.318 0.235
H 2.0111 -1.6627 -0.3219 0.601 -0.823 -0.678
```
Forces are in eV/Å.

Values from the calculation:
orbital gap (spin up / spin down): 7.469 / 6.167 eV
LUMO energy (spin up / spin down): 0.023 / -0.088 Ha
multiplicity: 3

Löwdin atomic charge list, values in e, 5 entries: number 1, C, carries -0.15; number 2, C, carries -0.13; number 3, C, carries -0.10; number 4, C, carries -0.20; number 5, C, carries -0.25



Calculated values (kcal/mol) of ΔE to the lowest compared entry with this formula, charge and spin for the records, taken in order: 21.2 84.3 80.4.